Formula: C3H4N2O2
Source: the OMol25 dataset
Level of theory: ωB97M-V/def2-TZVPD

```
! wB97M-V def2-TZVPD RIJCOSX def2/J DEFGRID3
* xyz 0 1
O 2.265 -0.253 0.581
C 1.115 -0.131 -0.061
N 0.357 -1.257 -0.276
C -0.883 -0.994 -0.244
C -1.237 0.422 0.129
N -0.002 1.119 0.338
O 0.850 0.952 -0.842
H 2.783 0.558 0.490
H -1.610 -1.739 -0.512
H -1.847 0.851 -0.673
H -1.791 0.473 1.068
*
```

The value obtained for the HOMO-LUMO gap is 10.22 eV. The energy above the lowest of the compared OMol25 structures with the same formula, charge and spin comes out at 106.56 kcal/mol. For the max |F|, the calculation gives 3.7 eV/A. The HOMO energy comes out at -9.485 eV. The SMILES is O[C@@]12N=CCN1O2.

***

Formula: C6H12N2Si
Source: the OMol25 dataset
Level of theory: ωB97M-V/def2-TZVPD

```
! wB97M-V def2-TZVPD RIJCOSX def2/J DEFGRID3
* xyz 0 1
Si 1.248 0.339 -1.056
N 0.702 -0.869 -2.202
C 1.165 -1.042 -3.488
C 0.359 -1.998 -4.086
N -0.629 -2.353 -3.188
C -0.363 -1.705 -2.080
H 1.365 0.098 0.528
H 2.419 1.070 -1.528
H 0.172 1.331 -1.112
H 2.063 -0.508 -3.806
H 0.263 -2.259 -5.062
H -0.861 -1.969 -1.128
C -2.031 0.807 2.586
C -1.059 0.711 3.492
C 0.122 1.559 3.444
H -2.801 0.024 2.715
H -2.059 1.296 1.606
H -1.203 -0.177 4.203
H -0.069 2.333 4.201
H 1.205 1.154 3.441
H -0.011 2.157 2.521
*
```

The value obtained for the HOMO-LUMO gap is 9.74 eV. The energy above the lowest of the compared OMol25 structures with the same formula, charge and spin comes out at 81.27 kcal/mol. For the max |F|, the calculation gives 4.0 eV/A. The HOMO energy comes out at -9.004 eV. The SMILES is [SiH3]n1ccnc1.C=CC.

***

Formula: C5H7CaO3
Source: the OMol25 dataset
Level of theory: ωB97M-V/def2-TZVPD

```
! wB97M-V def2-TZVPD RIJCOSX def2/J DEFGRID3
* xyz 2 2
O -1.018 1.150 -1.514
C -2.059 1.732 -1.626
C -3.148 2.411 -1.739
H -4.058 1.904 -2.069
H -3.135 3.479 -1.505
O 0.558 -0.086 -0.291
O -1.452 0.130 0.774
C 1.438 -0.718 0.755
C 2.611 -1.321 0.047
C -0.624 0.203 -0.037
H 1.687 0.089 1.451
H 0.829 -1.476 1.259
H 3.079 -2.020 0.754
H 2.300 -1.907 -0.827
H 3.338 -0.555 -0.249
Ca -0.347 -3.014 4.816
*
```

The value obtained for the HOMO-LUMO gap (spin up / spin down) is 6.92 / 9.60 eV. The energy above the lowest of the compared OMol25 structures with the same formula, charge and spin comes out at 44.83 kcal/mol. For the max |F|, the calculation gives 1.1 eV/A. The HOMO energy (spin up / spin down) comes out at -13.615 / -16.974 eV. The expectation value of S² is 0.75.

***

Formula: C6H15NS
Source: the OMol25 dataset
Level of theory: ωB97M-V/def2-TZVPD

```
! wB97M-V def2-TZVPD RIJCOSX def2/J DEFGRID3
* xyz -1 2
C 1.455 -1.422 0.848
C 1.910 0.034 0.833
S 2.810 0.424 -0.729
C 0.244 -1.792 0.014
N -0.983 -1.174 0.451
C -3.006 -0.111 -0.435
C -1.480 -0.255 -0.548
C -0.733 1.068 -0.722
H 2.328 -1.974 0.499
H 1.231 -1.706 1.894
H 2.603 0.151 1.669
H 1.106 0.765 0.855
H 2.306 3.265 0.895
H 0.525 -1.594 -1.037
H 0.177 -2.887 -0.035
H 2.665 3.927 0.803
H -3.349 -1.022 0.049
H -3.431 0.792 0.012
H -3.416 0.002 -1.448
H -1.321 -0.707 -1.538
H -0.594 1.662 0.185
H -1.326 1.666 -1.417
H 0.279 0.887 -1.098
*
```

The value obtained for the HOMO-LUMO gap (spin up / spin down) is 6.13 / 5.70 eV. The energy above the lowest of the compared OMol25 structures with the same formula, charge and spin comes out at 24.25 kcal/mol. For the max |F|, the calculation gives 1.5 eV/A. The HOMO energy (spin up / spin down) comes out at -2.489 / -2.485 eV. The expectation value of S² is 0.75.

***

Formula: C8H13N2O
Source: the OMol25 dataset
Level of theory: ωB97M-V/def2-TZVPD

```
! wB97M-V def2-TZVPD RIJCOSX def2/J DEFGRID3
* xyz 1 1
C 2.017 -1.989 0.364
C 2.217 -0.714 0.640
C 1.851 0.405 -0.214
N 2.340 0.559 -1.434
N 1.468 1.501 0.418
C 0.488 2.243 0.574
C -0.868 1.905 0.268
C -1.176 0.487 -0.056
O -0.376 -0.022 -1.044
C -2.183 -0.150 0.492
C -2.731 -1.483 0.013
H 2.182 -2.782 1.014
H 1.484 -2.211 -0.523
H 2.507 -0.393 1.639
H 1.806 1.026 -2.086
H 2.730 -0.298 -1.920
H 0.679 3.185 1.008
H -1.365 2.202 1.164
H -1.126 2.625 -0.386
H -0.496 -0.966 -0.950
H -2.578 0.216 1.390
H -3.778 -1.386 -0.116
H -2.566 -2.201 0.764
H -2.525 -1.758 -1.017
*
```

The value obtained for the HOMO-LUMO gap is 8.63 eV. The energy above the lowest of the compared OMol25 structures with the same formula, charge and spin comes out at 61.07 kcal/mol. For the max |F|, the calculation gives 4.2 eV/A. The HOMO energy comes out at -12.616 eV. The SMILES is C=CC(=[NH2+])/N=C\C/C(O)=C/C.

***

Formula: C34H61CsN5O6SSi3
Source: the OMol25 dataset
Level of theory: ωB97M-V/def2-TZVPD

```
! wB97M-V def2-TZVPD RIJCOSX def2/J DEFGRID3
* xyz -1 1
Cs 1.017 0.123 -0.632
C -2.524 2.454 -2.405
N -2.982 1.119 -2.095
C -2.714 0.220 -3.196
C -4.376 1.142 -1.710
C -4.917 -0.233 -1.302
N -3.980 -1.010 -0.515
C -4.484 -2.335 -0.234
C -3.571 -0.357 0.709
H -3.096 2.909 -3.234
H -1.478 2.408 -2.686
H -2.610 3.089 -1.527
H -3.290 0.473 -4.102
H -2.949 -0.793 -2.886
H -1.654 0.264 -3.430
H -5.025 1.530 -2.524
H -4.471 1.835 -0.870
H -5.140 -0.810 -2.204
H -5.875 -0.070 -0.765
H -5.408 -2.323 0.375
H -3.726 -2.894 0.313
H -4.696 -2.865 -1.163
H -4.418 -0.194 1.400
H -3.106 0.592 0.468
H -2.828 -0.988 1.193
O 1.852 -2.677 -1.791
C 2.147 -2.934 -2.945
C 1.893 -2.154 -4.127
C 2.345 -2.625 -5.353
C 2.145 -1.911 -6.527
C 1.454 -0.676 -6.481
C 0.988 -0.200 -5.303
C 1.170 -0.892 -4.047
O 0.724 -0.425 -2.983
N 2.627 -2.399 -7.748
O 3.236 -3.470 -7.761
O 2.428 -1.739 -8.770
H 2.683 -3.888 -3.162
H 2.868 -3.571 -5.416
H 1.314 -0.136 -7.406
H 0.457 0.740 -5.254
C 3.863 0.604 1.836
O 2.615 1.035 1.385
Si 1.941 2.458 1.977
C 3.379 3.609 2.542
C 1.136 1.925 3.634
C 0.853 3.078 0.619
Si 1.854 3.646 -0.859
C 3.489 2.689 -1.163
C 2.394 5.499 -0.852
C 0.984 3.431 -2.553
Si -0.484 4.217 1.245
C -1.908 3.293 2.154
C -1.381 5.280 -0.075
C 0.091 5.547 2.517
H 4.659 1.241 1.440
H 4.033 -0.422 1.511
H 3.925 0.635 2.928
H 3.973 3.225 3.368
H 2.982 4.572 2.843
H 4.053 3.787 1.709
H 1.856 1.486 4.319
H 0.360 1.187 3.461
H 0.684 2.773 4.132
H 4.230 2.902 -0.399
H 3.921 2.963 -2.123
H 3.323 1.616 -1.171
H 2.906 5.750 0.072
H 1.522 6.139 -0.923
H 3.057 5.749 -1.677
H 0.783 2.387 -2.772
H 1.598 3.823 -3.363
H 0.047 3.974 -2.561
H -2.457 2.651 1.473
H -2.621 3.987 2.592
H -1.520 2.671 2.952
H -2.389 4.927 -0.262
H -0.845 5.261 -1.013
H -1.450 6.316 0.237
H 0.582 5.085 3.366
H -0.720 6.162 2.899
H 0.812 6.208 2.046
C 2.003 -4.632 2.917
C 2.615 -3.747 4.012
C 2.710 -2.387 3.307
O 3.011 -2.701 1.971
C 2.195 -3.805 1.627
H 0.946 -4.820 3.100
H 2.501 -5.596 2.848
H 3.615 -4.092 4.277
H 2.009 -3.706 4.914
H 3.500 -1.739 3.690
H 1.746 -1.858 3.369
H 2.712 -4.348 0.836
H 1.228 -3.456 1.241
N -1.538 -1.210 4.031
C -1.644 -2.466 3.580
N -1.465 -2.829 2.367
C -1.673 -4.167 2.192
C -1.549 -4.853 0.990
C -1.799 -6.211 0.966
C -2.167 -6.896 2.119
C -2.287 -6.233 3.329
C -2.038 -4.875 3.359
S -2.097 -3.777 4.716
H -1.221 -0.498 3.393
H -1.592 -1.011 5.011
H -1.255 -4.308 0.106
H -1.696 -6.754 0.035
H -2.363 -7.959 2.074
H -2.564 -6.761 4.230
*
```

The value obtained for the HOMO-LUMO gap is 6.06 eV. The energy above the lowest of the compared OMol25 structures with the same formula, charge and spin comes out at 41.78 kcal/mol. For the max |F|, the calculation gives 1.8 eV/A. The HOMO energy comes out at -4.406 eV.

***

Formula: C19H30N2OS
Source: the OMol25 dataset
Level of theory: ωB97M-V/def2-TZVPD

```
! wB97M-V def2-TZVPD RIJCOSX def2/J DEFGRID3
* xyz 0 1
C 6.468 2.079 -0.856
S 6.562 0.878 0.503
C 5.092 -0.087 0.319
C 4.815 -0.994 1.338
C 3.685 -1.783 1.279
C 2.812 -1.693 0.202
C 1.563 -2.528 0.124
N 0.417 -1.699 -0.204
C -0.771 -2.472 -0.496
C -1.896 -1.543 -0.943
N -2.158 -0.541 0.075
C -3.364 0.223 -0.200
C -3.629 1.346 0.808
C -5.124 1.599 0.659
C -5.711 0.189 0.587
C -4.620 -0.669 -0.077
C -0.956 0.231 0.363
C -0.411 1.062 -0.818
C 0.486 2.207 -0.349
O -0.185 3.137 0.470
C 0.109 -0.752 0.851
C 3.104 -0.794 -0.815
C 4.229 0.008 -0.764
H 6.557 1.572 -1.813
H 7.312 2.747 -0.715
H 5.539 2.639 -0.789
H 5.493 -1.065 2.175
H 3.477 -2.475 2.082
H 1.675 -3.268 -0.677
H 1.419 -3.077 1.073
H -0.548 -3.181 -1.298
H -1.108 -3.040 0.390
H -2.799 -2.137 -1.092
H -1.629 -1.086 -1.911
H -3.341 0.660 -1.217
H -3.036 2.240 0.621
H -3.413 0.981 1.813
H -5.534 2.181 1.483
H -5.317 2.137 -0.271
H -5.914 -0.176 1.594
H -6.645 0.166 0.028
H -4.942 -1.030 -1.053
H -4.379 -1.531 0.544
H -1.186 0.914 1.185
H -1.247 1.483 -1.383
H 0.164 0.414 -1.477
H 0.915 2.716 -1.226
H 1.310 1.826 0.258
H -0.937 3.487 -0.020
H 1.019 -0.213 1.117
H -0.269 -1.267 1.751
H 2.431 -0.718 -1.655
H 4.421 0.696 -1.572
*
```

The value obtained for the HOMO-LUMO gap is 8.73 eV. The energy above the lowest of the compared OMol25 structures with the same formula, charge and spin comes out at 26.93 kcal/mol. For the max |F|, the calculation gives 0.6 eV/A. The HOMO energy comes out at -7.954 eV. The SMILES is CSc1ccc(CN2CCN(C3CCCC3)[C@H](CCO)C2)cc1.

***

Formula: C5H6BrN3O3
Source: the OMol25 dataset
Level of theory: ωB97M-V/def2-TZVPD

```
! wB97M-V def2-TZVPD RIJCOSX def2/J DEFGRID3
* xyz 0 1
C 2.183 0.066 1.808
C -0.643 -1.448 -0.822
C -0.346 -0.074 -1.509
C 1.183 1.247 -0.222
C 1.199 0.896 1.296
N 3.064 -0.550 2.236
N -1.011 -1.176 0.556
N -2.090 -0.397 0.706
O -2.826 -0.136 -0.228
O -2.232 -0.011 1.863
O -0.127 1.136 -0.714
Br -0.186 1.523 2.296
H -1.269 -1.981 -1.539
H 0.267 -2.065 -0.690
H 0.635 -0.184 -2.142
H -1.363 0.328 -1.983
H 1.522 2.246 -0.232
H 2.038 0.580 -0.682
*
```

The value obtained for the HOMO-LUMO gap (spin up / spin down) is 5.24 / 5.24 eV. The energy above the lowest of the compared OMol25 structures with the same formula, charge and spin comes out at 106.34 kcal/mol. For the max |F|, the calculation gives 3.2 eV/A. The HOMO energy (spin up / spin down) comes out at -8.834 / -8.834 eV.

***

What did the second record say?
Formula: C6H12N2Si
Source: the OMol25 dataset
Level of theory: ωB97M-V/def2-TZVPD

```
! wB97M-V def2-TZVPD RIJCOSX def2/J DEFGRID3
* xyz 0 1
Si 1.248 0.339 -1.056
N 0.702 -0.869 -2.202
C 1.165 -1.042 -3.488
C 0.359 -1.998 -4.086
N -0.629 -2.353 -3.188
C -0.363 -1.705 -2.080
H 1.365 0.098 0.528
H 2.419 1.070 -1.528
H 0.172 1.331 -1.112
H 2.063 -0.508 -3.806
H 0.263 -2.259 -5.062
H -0.861 -1.969 -1.128
C -2.031 0.807 2.586
C -1.059 0.711 3.492
C 0.122 1.559 3.444
H -2.801 0.024 2.715
H -2.059 1.296 1.606
H -1.203 -0.177 4.203
H -0.069 2.333 4.201
H 1.205 1.154 3.441
H -0.011 2.157 2.521
*
```

The value obtained for the HOMO-LUMO gap is 9.74 eV. The energy above the lowest of the compared OMol25 structures with the same formula, charge and spin comes out at 81.27 kcal/mol. For the max |F|, the calculation gives 4.0 eV/A. The HOMO energy comes out at -9.004 eV. The SMILES is [SiH3]n1ccnc1.C=CC.

***

Number 2 is which compound? C6H12N2Si

***

What is the max |F| in the first record? 3.7 eV/A

***

Among the records above, which one has the lowest max |F|? C19H30N2OS